A single C3H9N3O molecule. Source: OMol25; level of theory: ωB97M-V with the def2-TZVPD basis set.

Summary:
SMILES: NCCNC(N)=O
HOMO-LUMO gap: 0.36674 hartree
energy above the lowest of the compared OMol25 structures with the same formula, charge and spin: 32.7 kJ/mol

Element x y z (Å)
1 N 1.490 1.093 -1.326
2 C 0.825 1.291 -0.044
3 C -0.662 0.870 -0.004
4 N -0.886 -0.500 -0.433
5 C -0.687 -1.666 0.229
6 N -0.218 -1.504 1.567
7 O -0.889 -2.747 -0.274
8 H 1.568 0.100 -1.523
9 H 1.012 1.580 -2.073
10 H 1.351 0.724 0.713
11 H 0.842 2.357 0.170
12 H -1.254 1.525 -0.635
13 H -0.977 0.997 1.024
14 H -0.968 -0.585 -1.432
15 H 0.378 -2.279 1.802
16 H -0.924 -1.255 2.240

natural (NBO) atomic charge list, values in e, 4 entries: -0.84 -0.23 -0.23 -0.63